{"formula": "C4H8N4", "method": "ωB97M-V/def2-TZVPD", "smiles": "C=NN/C=C/N=N/C", "de_lowest_ev": 3.929, "total_energy_ev": -10234.31311, "mol_weight_g_mol": 112.14, "species": ["C", "N", "N", "C", "C", "N", "N", "C", "H", "H", "H", "H", "H", "H", "H", "H"], "coordinates": [[-3.7610, -0.3832, 0.1153], [-2.5242, -0.4856, -0.1414], [-1.7954, 0.7223, -0.0318], [-0.3984, 0.6194, -0.1041], [0.1951, -0.6171, -0.0601], [1.6431, -0.8539, -0.0384], [2.2064, 0.2442, 0.0419], [3.6691, 0.0229, 0.0309], [-4.2459, 0.5588, 0.3392], [-4.3720, -1.2827, 0.0505], [-2.3285, 1.5909, -0.1630], [0.0993, 1.5781, -0.0276], [-0.4035, -1.5514, -0.0311], [3.9966, 0.2501, 1.0468], [4.1452, 0.6309, -0.7912], [3.8741, -1.0436, -0.2358]]}



{"formula": "C4H8N4", "method": "ωB97M-V/def2-TZVPD", "smiles": "C=N/N=C/NN1CC1", "de_lowest_ev": 6.488, "total_energy_ev": -10231.75413, "mol_weight_g_mol": 112.14, "species": ["C", "N", "N", "C", "N", "N", "C", "C", "H", "H", "H", "H", "H", "H", "H", "H"], "coordinates": [[2.9769, -0.8229, 0.0732], [2.2644, 0.1911, 0.0357], [0.8721, 0.0741, -0.0578], [0.3165, 1.2675, -0.0227], [-0.9886, 1.2758, -0.2439], [-1.9953, 0.1917, -0.1198], [-1.6687, -0.7826, 0.8546], [-1.6972, -1.2164, -0.5946], [3.9734, -0.4750, -0.2327], [2.5283, -1.8409, -0.2063], [0.9830, 2.0873, 0.3622], [-1.5522, 2.2776, 0.2563], [-2.5502, -0.9739, 1.5486], [-0.6565, -0.8603, 1.3273], [-2.4942, -1.5100, -1.2584], [-0.8657, -1.5076, -0.9605]]}



{"formula": "C4H8N4", "method": "ωB97M-V/def2-TZVPD", "smiles": "N/N=C/N=C/N1CC1", "de_lowest_ev": 5.084, "total_energy_ev": -10233.15769, "mol_weight_g_mol": 112.14, "species": ["N", "N", "C", "N", "C", "N", "C", "C", "H", "H", "H", "H", "H", "H", "H", "H"], "coordinates": [[3.0797, 2.1319, -0.4007], [1.9560, 1.0028, -0.5603], [1.4830, 0.7789, 0.7245], [0.4228, -0.1219, 0.8717], [0.2095, -0.8668, -0.1143], [-1.0544, -1.5611, -0.0562], [-2.3154, -1.1097, -0.8891], [-2.2358, -1.1106, 0.6144], [2.8237, 2.8316, -1.0592], [3.0287, 2.5920, 0.6111], [1.8672, 1.0712, 1.7077], [0.8206, -1.2922, -0.9757], [-2.1388, -0.1641, -1.3319], [-2.7707, -2.0389, -1.3298], [-2.7348, -2.0424, 1.0580], [-2.4412, -0.1006, 1.1296]]}



{"formula": "C4H8N4", "method": "ωB97M-V/def2-TZVPD", "smiles": "N[C@@H]1C=NN=C[C@@H]1N", "de_lowest_ev": 5.289, "total_energy_ev": -10232.95325, "mol_weight_g_mol": 112.14, "species": ["N", "C", "C", "N", "N", "C", "C", "N", "H", "H", "H", "H", "H", "H", "H", "H"], "coordinates": [[1.5823, -1.0709, -0.0534], [0.3603, -0.6200, 0.4163], [-0.6211, -1.3206, -0.5248], [-1.9078, -1.0503, -0.5595], [-2.3246, -0.0377, 0.1828], [-1.5082, 1.0066, 0.2723], [0.1836, 0.9256, 0.2914], [0.5175, 1.6932, -0.7587], [2.3565, -0.3559, 0.2897], [1.6200, -2.1717, 0.3940], [-0.0402, -1.0919, 1.4047], [-0.3988, -2.2552, -0.9601], [-1.7188, 1.8679, 0.7491], [0.5186, 1.2724, 1.3873], [1.5393, 1.7955, -0.9856], [-0.1587, 1.4130, -1.5456]]}



{"formula": "C4H8N4", "method": "ωB97M-V/def2-TZVPD", "de_lowest_ev": 2.902, "total_energy_ev": -10235.34001, "mol_weight_g_mol": 112.14, "species": ["C", "C", "C", "N", "N", "N", "C", "N", "H", "H", "H", "H", "H", "H", "H", "H"], "coordinates": [[0.7290, -0.8868, 0.7437], [-0.4249, 1.2384, -1.9485], [0.1967, 0.4198, 0.2992], [-0.3996, 1.3096, 1.1124], [0.2289, -1.3707, 2.0056], [-0.0389, 0.2441, -0.9755], [0.3379, -1.4586, -0.8569], [0.2565, -2.3637, -1.5974], [1.8176, -0.8892, 0.6736], [-0.9646, 2.0566, 0.7418], [-0.3702, 1.0979, 2.0982], [0.8620, -2.0421, 2.4208], [-0.6740, -1.8197, 1.8948], [0.2715, 2.0829, -1.9664], [-0.4078, 0.7513, -2.9221], [-1.4200, 1.6300, -1.7234]]}



{"formula": "C4H8N4O", "method": "ωB97M-V/def2-TZVPD", "de_lowest_ev": 7.358, "total_energy_ev": -12279.07864, "mol_weight_g_mol": 128.13, "species": ["C", "C", "C", "C", "H", "H", "H", "H", "H", "H", "H", "H", "N", "N", "N", "N", "O"], "coordinates": [[-0.8648, -0.3929, -0.0479], [1.3040, -1.0904, -0.4459], [2.1806, -0.3861, 0.5631], [-0.3810, 0.8956, -0.4702], [-3.8943, 0.3836, 0.7037], [-2.5196, 1.1759, 0.8116], [1.8839, -1.9623, -0.9618], [1.1425, -0.5153, -1.4244], [2.6127, -0.8270, 1.8453], [3.2649, -0.5649, -0.0987], [2.7138, 1.5003, 0.2433], [-1.2539, 1.1396, -1.0720], [-2.9589, 0.4825, 0.2255], [-2.1213, -0.6888, 0.1574], [1.8472, 1.1426, 0.4598], [0.7686, 1.5776, -0.4508], [-0.0165, -1.5105, -0.0480]]}



{"formula": "C4H8N4O2", "method": "ωB97M-V/def2-TZVPD", "smiles": "C[C@@H](CN=C=N)/N=[N+](\\[O-])O", "de_lowest_ev": 6.067, "total_energy_ev": -14327.03469, "mol_weight_g_mol": 144.13, "species": ["C", "C", "C", "N", "C", "N", "N", "N", "O", "O", "H", "H", "H", "H", "H", "H", "H", "H"], "coordinates": [[0.5838, -1.1394, -0.6845], [-0.3508, -0.8347, 0.4023], [0.3145, 0.1872, 1.4236], [0.9193, 1.3733, 0.9600], [0.7553, 2.2707, 0.1368], [1.1313, 3.0438, -0.6444], [-1.7494, -0.4015, 0.0691], [-2.1376, 0.7717, -0.1535], [-1.5371, 1.8056, -0.1275], [-3.5306, 0.7534, -0.3190], [0.8526, -0.2004, -1.1490], [0.1677, -1.8653, -1.3234], [1.3890, -1.6462, -0.1670], [-0.5177, -1.6950, 1.0929], [-0.4939, 0.4591, 2.2653], [1.1833, -0.3870, 1.9756], [0.5750, 3.8696, -0.9303], [-3.8015, -0.2474, -0.5989]]}



{"formula": "C4H8N4OS", "method": "ωB97M-V/def2-TZVPD", "de_lowest_ev": 6.029, "total_energy_ev": -23112.75115, "mol_weight_g_mol": 160.20, "species": ["C", "C", "C", "C", "N", "N", "N", "N", "O", "S", "H", "H", "H", "H", "H", "H", "H", "H"], "coordinates": [[2.5901, 1.1904, -0.3058], [0.6832, 1.3739, 0.5133], [-2.4199, 0.3453, -0.0756], [0.2763, -1.2542, 0.3219], [1.6719, 2.1022, 0.2212], [2.1485, -0.0300, -0.2735], [0.9171, 0.0327, 0.2992], [-0.9833, -1.3394, 0.9179], [-1.7732, -0.1293, 1.0868], [1.0140, -2.6200, -0.2955], [3.5177, 1.4662, -0.6198], [-0.3111, 1.5789, 0.6495], [-2.7049, 1.2882, 0.0960], [-3.1934, -0.2456, -0.2727], [-1.7140, 0.3953, -0.9015], [-0.3104, -0.2256, -1.6740], [-1.5337, -2.1644, 0.6898], [2.1252, -1.7646, -0.3771]]}